Record 1
{
  "formula": "C3H8N2S",
  "method": "ωB97M-V/def2-TZVPD",
  "gap_ev": 9.85,
  "homo_ev": -9.04,
  "smiles": "[H]/N=C/N(C)SC",
  "charge": 0,
  "elements": ["C", "C", "C", "H", "H", "H", "H", "H", "H", "H", "H", "N", "N", "S"],
  "xyz": [[-2.17321, -0.60028, 0.52523], [0.63369, 1.59528, -0.08752], [1.17726, -0.79249, -0.46534], [-2.27908, 0.31159, 1.18910], [-1.43719, -1.28491, 1.09571], [-3.17037, -1.14785, 0.29551], [-0.07299, 2.23633, 0.43384], [0.92254, 1.99910, -1.11570], [1.55360, 1.65685, 0.62618], [0.92431, -1.73537, -0.91817], [2.72061, -1.63620, -0.33628], [0.16875, 0.18646, -0.21816], [2.38706, -0.73486, -0.06348], [-1.35501, -0.05364, -0.96092]],
  "nbo_charge": [-0.79, -0.43, 0.26, 0.22, 0.24, 0.24, 0.21, 0.20, 0.23, 0.16, 0.34, -0.61, -0.68, 0.41]
}

Record 2
{
  "formula": "C5H8BrN2O2S",
  "method": "ωB97M-V/def2-TZVPD",
  "gap_ev": 8.09,
  "homo_ev": -4.72,
  "charge": -1,
  "elements": ["C", "C", "C", "C", "C", "N", "N", "O", "O", "S", "Br", "H", "H", "H", "H", "H", "H", "H", "H"],
  "xyz": [[0.23726, 1.39349, 0.73900], [1.54462, 1.44538, -0.00102], [1.89203, 0.03317, -0.31792], [0.84763, -0.88585, -0.87775], [-0.35514, -0.81173, 0.16487], [-0.63414, 0.47635, 0.71565], [-1.45131, -1.27333, -0.56530], [-3.88117, -1.67133, -0.38563], [-2.55468, -1.03874, 1.68673], [-2.74271, -0.97628, 0.22842], [-3.33675, 1.21780, -0.06788], [-0.21267, 2.24295, 1.12795], [1.53629, 2.05811, -0.97519], [2.33808, 1.93119, 0.52485], [2.64498, 0.15059, -1.03845], [2.44028, -0.30008, 0.60171], [0.66579, -0.65965, -1.92097], [1.14550, -1.90326, -0.72145], [-0.12390, -1.42878, 1.08238]],
  "nbo_charge": [0.09, -0.46, -0.40, -0.42, 0.07, -0.38, -0.94, -0.95, -0.96, 2.20, -0.38, 0.17, 0.20, 0.21, 0.19, 0.19, 0.21, 0.21, 0.17]
}

Record 3
{
  "formula": "C25H32BrKN5O3PS3",
  "method": "ωB97M-V/def2-TZVPD",
  "gap_ev": 4.37,
  "homo_ev": -0.75,
  "charge": -2,
  "elements": ["K", "N", "C", "S", "N", "N", "C", "C", "C", "C", "C", "C", "C", "C", "C", "C", "C", "C", "N", "H", "H", "H", "H", "H", "H", "H", "H", "H", "H", "H", "Br", "C", "C", "C", "C", "C", "N", "H", "H", "H", "H", "C", "C", "C", "O", "P", "S", "S", "O", "C", "C", "C", "H", "H", "H", "H", "H", "H", "H", "H", "H", "H", "H", "H", "H", "H", "C", "O", "H", "H", "H"],
  "xyz": [[-2.00002, 1.99781, -0.74341], [1.85771, -0.42032, -3.49672], [1.15087, 0.45866, -2.71685], [-0.30737, 1.00637, -3.32572], [1.77920, 0.68794, -1.50903], [1.09974, 1.25016, -0.53405], [1.72358, 1.32575, 0.62119], [3.09086, 0.87044, 0.65833], [3.51725, -0.21259, 1.39322], [4.83002, -0.68816, 1.20107], [5.64464, -0.27387, 0.12736], [5.13412, 0.78741, -0.63610], [3.91097, 1.34987, -0.37827], [0.93702, 1.67157, 1.83737], [1.44430, 1.55764, 3.15670], [0.59125, 1.86850, 4.21675], [-0.78585, 2.17172, 3.94801], [-1.16332, 2.10193, 2.60609], [-0.35897, 2.01316, 1.61036], [1.45546, -0.59136, -4.42219], [2.85599, -0.56674, -3.46896], [3.00726, -0.64937, 2.23259], [5.23315, -1.46080, 1.89801], [6.63131, -0.61016, -0.10118], [5.77798, 1.31940, -1.32225], [3.47762, 2.25085, -0.92947], [2.53558, 1.26394, 3.24879], [0.99154, 1.90126, 5.20175], [-1.46583, 2.31387, 4.76337], [-2.26392, 2.61436, 1.99800], [-2.83615, 4.19318, -4.11494], [-2.38154, 5.32626, -2.65150], [-2.48020, 6.70185, -2.85637], [-2.30533, 7.53150, -1.75650], [-1.94249, 6.94579, -0.52805], [-1.74072, 5.60900, -0.47140], [-2.07528, 4.78371, -1.51500], [-2.73471, 6.99504, -3.88252], [-2.53549, 8.59115, -1.81884], [-1.75665, 7.58987, 0.32563], [-1.35311, 5.04915, 0.38332], [-1.29218, -4.62170, -2.69645], [-2.51141, -4.82175, -1.85440], [-2.67347, -6.29509, -1.42083], [-2.63909, -4.04059, -0.60013], [-1.60820, -3.04839, 0.09645], [-2.23130, -2.67147, 1.93434], [-1.26060, -1.47925, -1.04603], [-0.32656, -3.98316, 0.16395], [0.88096, -3.94051, 1.01755], [2.01376, -4.66076, 0.26555], [0.52748, -4.70227, 2.31455], [-1.40678, -5.14232, -3.64542], [-0.40286, -5.09002, -2.20487], [-1.12818, -3.55451, -2.87474], [-3.47897, -4.50061, -2.35464], [-1.78192, -6.60681, -0.88297], [-2.67546, -6.94552, -2.31051], [-3.50170, -6.49590, -0.79627], [1.03017, -2.87330, 1.23186], [1.87343, -5.71446, 0.15717], [2.94158, -4.58682, 0.85576], [2.17765, -4.24255, -0.72016], [0.07629, -5.65178, 1.96853], [-0.13509, -4.07038, 2.93196], [1.36264, -5.06893, 2.94668], [-4.03494, 3.67268, 1.89147], [-3.04842, 2.78921, 1.27131], [-3.61174, 4.61495, 2.24448], [-4.58046, 3.19121, 2.74405], [-4.74513, 3.91512, 1.12318]],
  "lowdin_charge": [0.55, 0.02, -0.95, 0.41, -0.07, 0.05, -0.22, -0.21, -0.04, -0.10, -0.11, -0.12, -0.07, -0.20, -0.06, -0.11, -0.08, -0.22, 0.05, 0.05, 0.07, 0.10, 0.09, 0.07, 0.08, 0.14, 0.10, 0.06, 0.06, -0.08, 0.73, -0.75, -0.13, -0.07, -0.08, -0.09, 0.03, 0.09, 0.10, 0.10, 0.13, -0.10, -0.43, -0.06, -0.36, -0.29, 0.12, 0.20, -0.38, -0.40, -0.06, -0.10, 0.07, 0.09, 0.04, 0.15, 0.07, 0.07, 0.05, 0.13, 0.06, 0.08, 0.07, 0.08, 0.02, 0.07, -0.19, -0.43, 0.05, 0.07, 0.04]
}

Record 4
{
  "formula": "C15H15Br31N2O2",
  "method": "ωB97M-V/def2-TZVPD",
  "gap_ev": 8.36,
  "homo_ev": -9.84,
  "charge": 0,
  "elements": ["O", "C", "N", "C", "C", "C", "Br", "C", "O", "N", "H", "H", "H", "H", "H", "C", "Br", "Br", "Br", "H", "C", "Br", "Br", "Br", "H", "C", "Br", "Br", "Br", "H", "C", "Br", "Br", "Br", "H", "C", "Br", "Br", "Br", "H", "C", "Br", "Br", "Br", "H", "C", "Br", "Br", "Br", "H", "C", "Br", "Br", "Br", "H", "C", "Br", "Br", "Br", "H", "C", "Br", "Br", "Br", "H"],
  "xyz": [[-0.55354, -3.95807, -2.41485], [-0.21375, -2.88316, -3.17830], [0.42295, -1.92344, -3.94769], [1.85841, -1.70407, -3.43058], [1.92524, -1.31526, -1.80654], [1.39955, 0.26310, -1.97785], [1.29465, 1.19480, -0.21131], [2.60568, 0.73098, -3.03715], [3.40936, 1.79673, -3.00445], [2.54821, -0.45196, -4.01197], [2.39773, -2.70643, -3.75735], [3.10366, -1.32069, -1.64659], [1.36107, -2.00557, -1.04898], [0.37236, 0.38352, -2.57296], [2.02330, -0.22535, -4.90593], [-0.46683, 0.50375, 3.71654], [0.55038, 2.12684, 3.37766], [-1.37489, -0.12873, 2.11661], [0.63239, -0.88466, 4.52169], [-1.24340, 0.75934, 4.44500], [4.29625, 3.75329, 0.73962], [3.03562, 4.51319, 2.01136], [4.16341, 4.60143, -1.00606], [6.11799, 3.78141, 1.42132], [4.02106, 2.70189, 0.60602], [-0.16880, 5.32080, -0.11282], [-1.47996, 3.88834, 0.00084], [0.56065, 5.49366, -1.90793], [-0.88055, 7.00755, 0.54484], [0.66244, 5.04633, 0.54501], [1.05143, 3.39780, 7.62132], [0.92095, 4.96655, 8.76413], [-0.66630, 2.50859, 7.41372], [1.86082, 3.81902, 5.90327], [1.71892, 2.69039, 8.12436], [5.11185, 7.34650, 4.89557], [5.93006, 6.08084, 3.66568], [3.81842, 8.49183, 4.00134], [4.34159, 6.45628, 6.44426], [5.91216, 7.99597, 5.26534], [-2.09506, -6.49877, -5.08973], [-3.36072, -6.59786, -6.56359], [-0.49649, -7.55178, -5.43631], [-1.66390, -4.65884, -4.62821], [-2.58598, -6.94081, -4.21645], [-5.13342, -8.47622, -9.54310], [-6.44457, -9.90868, -9.42943], [-4.40397, -8.30336, -11.33821], [-5.84517, -6.78947, -8.88544], [-4.30218, -8.75068, -8.88527], [-3.07587, -0.18115, -2.48115], [-1.44978, -1.11077, -3.00616], [-2.76432, 1.71792, -2.19682], [-4.52763, -0.49647, -3.73701], [-3.38811, -0.60142, -1.51943], [-4.32710, 2.13497, 6.26962], [-3.50890, 0.86931, 5.03973], [-5.62054, 3.28029, 5.37540], [-5.09737, 1.24474, 7.81831], [-3.52680, 2.78443, 6.63939], [0.21685, -4.77269, 2.71470], [-1.04378, -4.01279, 3.98645], [0.08400, -3.92455, 0.96903], [2.03859, -4.74458, 3.39640], [-0.05834, -5.82410, 2.58110]],
  "nbo_charge": [-0.51, 0.74, -0.60, 0.10, -0.46, -0.38, 0.03, 0.69, -0.52, -0.69, 0.23, 0.25, 0.26, 0.27, 0.41, -0.49, 0.08, 0.07, 0.08, 0.23, -0.48, 0.07, 0.12, 0.09, 0.24, -0.49, 0.09, 0.09, 0.08, 0.23, -0.48, 0.09, 0.06, 0.10, 0.23, -0.50, 0.09, 0.08, 0.08, 0.23, -0.48, 0.08, 0.08, 0.10, 0.23, -0.49, 0.09, 0.09, 0.09, 0.23, -0.55, 0.31, 0.09, 0.07, 0.23, -0.49, 0.08, 0.10, 0.09, 0.23, -0.49, 0.09, 0.08, 0.09, 0.23]
}